(1)
Density functional theory data (ωB97M-V/def2-TZVPD) for a cluster of 2 separate species, C2H4O3P in total in a non-equilibrium geometry.

Properties
orbital gap = 6.6 eV
HOMO level = -0.09104 Eh
LUMO energy = 4.127 eV
electronic energy = -17569.1841 eV

The geometry in ORCA input format:
```
! wB97M-V def2-TZVPD RIJCOSX def2/J DEFGRID3
* xyz -1 1
P 1.12165 -0.53013 -1.39445
O -1.79182 0.89363 -0.71833
O 1.13803 0.06868 1.15531
O -2.23959 -0.06956 1.33225
C 0.34899 -0.68867 0.25584
C -1.75378 0.28180 0.30319
H 0.70548 0.90772 1.36306
H 0.16037 0.24899 -1.92009
H 1.92660 0.64100 -0.88586
H 0.38407 -1.75346 0.50907
*
```

(2)
Density functional theory data (ωB97M-V/def2-TZVPD) for a structure of composition C21H23F3N3PdS.

Properties
orbital gap = 6.9 eV
HOMO level = -0.14755 Eh
LUMO energy = 2.913 eV
electronic energy = -49090.7343 eV

The geometry in ORCA input format:
```
! wB97M-V def2-TZVPD RIJCOSX def2/J DEFGRID3
* xyz -1 1
Pd -0.02968 -0.24460 0.41988
S -1.58696 -0.19778 2.33864
F -5.16726 -3.03162 2.49825
F -3.69594 -1.89268 3.58639
F -5.43404 -0.90538 2.76769
N 0.93674 3.55553 1.20532
N -2.03550 -0.74350 -0.12401
N 0.82839 -1.39168 -1.03867
C -4.40646 -2.07509 0.06899
C 1.96003 1.34605 1.94804
C 2.81659 -0.72446 1.07693
C 1.99423 0.34552 -2.40019
C 1.65002 -3.31154 -1.86112
C 0.79569 -2.75823 -0.92717
C 2.23471 -2.23310 -2.57058
C -3.79247 -1.60839 1.21973
C -2.57661 -0.90270 1.11007
C 1.70758 -1.07414 -2.03482
C 0.91131 2.42931 2.14738
C -3.82482 -1.88616 -1.17559
C -0.08730 -3.45882 0.05865
C 2.06156 4.44497 1.39334
C 1.73554 0.15985 1.21580
C 3.21506 1.58114 2.51746
C -2.61205 -1.22036 -1.21488
C 0.82920 3.15255 -0.18052
C -4.49429 -1.85232 2.52211
C 4.26668 0.69524 2.36598
C 4.05902 -0.46375 1.63407
H 5.22917 0.90154 2.81969
H -1.12938 -3.50484 -0.27771
H 0.25529 -4.48457 0.20538
H 3.03242 3.98154 1.15241
H 1.94164 5.31751 0.74572
H 0.05683 2.38743 -0.28810
H 0.54880 4.01370 -0.79390
H 2.95530 -2.29113 -3.37370
H 3.06791 0.54565 -2.42993
H 1.05272 2.86361 3.14174
H 3.35904 2.48308 3.10512
H -0.08834 2.00105 2.11732
H 4.86450 -1.17786 1.50215
H 1.55677 1.01026 -1.65620
H -0.08452 -2.95857 1.03067
H 2.68091 -1.64496 0.52182
H 1.82382 -4.36789 -2.00831
H 1.76797 2.73681 -0.57709
H -4.28537 -2.25623 -2.07952
H -2.06880 -1.06292 -2.13934
H 2.09474 4.79186 2.42853
H 1.57874 0.61451 -3.37655
H -5.34581 -2.60661 0.15177
*
```

(3)
Density functional theory data (ωB97M-V/def2-TZVPD) for the ion C2H3IN with charge +1 in a non-equilibrium geometry.

Properties
orbital gap = 9.4 eV
HOMO level = -0.51048 Eh
LUMO energy = -4.454 eV
electronic energy = -11703.0384 eV

The geometry in ORCA input format:
```
! wB97M-V def2-TZVPD RIJCOSX def2/J DEFGRID3
* xyz 1 1
I 3.48619 -0.04609 -0.00126
N -1.09585 0.09045 0.08136
C 1.49093 -0.16077 -0.10823
C 0.26530 -0.22890 -0.19343
H -1.54658 -0.83500 0.17186
H -1.38730 0.50058 -0.81717
H -1.21269 0.67973 0.86687
*
```

(4)
Density functional theory data (ωB97M-V/def2-TZVPD) for a cluster of 3 separate species, C4H7FN2O in total in a non-equilibrium geometry.

Properties
orbital gap = 9.7 eV
HOMO level = -0.34319 Eh
LUMO energy = 0.346 eV
electronic energy = -11997.2161 eV

The geometry in ORCA input format:
```
! wB97M-V def2-TZVPD RIJCOSX def2/J DEFGRID3
* xyz 0 1
F -2.41301 -0.29020 -0.01674
O 0.90499 -0.81588 2.15636
N -0.07810 0.06636 -0.32644
N 1.30355 -0.23376 -0.65771
C -0.69310 -0.22724 -1.46346
C 2.01327 0.20534 0.25743
C 1.27609 0.74710 1.60646
C -2.06490 -0.35632 -1.27151
H 2.15905 1.68347 2.54699
H 3.10464 0.32874 0.21153
H -2.75697 0.41068 -1.80768
H -0.35125 -0.43229 -2.46158
H -2.29351 -1.44500 -1.63724
H 0.07750 1.49968 1.08660
H -0.18824 -1.14066 1.77700
*
```

(5)
Density functional theory data (ωB97M-V/def2-TZVPD) for an isolated molecule of C20H23N5O2 in a non-equilibrium geometry.

Properties
orbital gap = 9.4 eV
HOMO level = -0.33623 Eh
LUMO energy = 0.206 eV
electronic energy = -32658.8176 eV

The geometry in ORCA input format:
```
! wB97M-V def2-TZVPD RIJCOSX def2/J DEFGRID3
* xyz 0 1
O -1.52908 -1.65978 3.32751
O 2.70397 -3.65317 -1.97033
N -2.69976 0.23579 3.49291
N 0.47462 -0.93245 -1.47005
N 2.34519 -1.90995 -3.35640
N -1.27694 -0.20828 1.61217
N -0.30984 -0.37104 -0.50491
C -0.42017 -0.89354 0.75533
C -4.92618 3.05286 4.36917
C 4.08958 -0.88629 -4.90218
C 1.11304 -2.62519 0.13717
C -4.10873 1.93246 4.19384
C 3.84072 1.38577 -5.56041
C -1.78438 -0.58772 2.80619
C 2.08244 -2.63404 -2.18467
C 3.40487 -2.19155 -4.34353
C 4.46852 1.40103 -4.18704
C -5.74707 3.21184 5.50798
C -4.20881 0.88956 5.11178
C -5.79052 2.17435 6.44708
C -5.00708 1.06441 6.24900
C 1.16306 -2.06040 -1.15824
C 4.65957 -0.02452 -3.75486
C 3.18449 0.00082 -5.66985
C -3.38670 -0.27943 4.70378
C -3.15056 1.55506 3.07861
C 0.32782 -2.03288 1.11532
H -6.42317 2.24124 7.28074
H 4.87138 -1.19768 -5.57413
H 5.71344 -0.26573 -3.61556
H 0.25726 -2.48551 2.10535
H 2.19663 0.00990 -5.11947
H 2.99673 -2.77286 -5.18540
H -4.90632 3.86148 3.59982
H 3.07413 2.17830 -5.64546
H 1.84489 -1.02970 -3.49205
H -2.71800 -0.55213 5.49236
H 4.18825 -0.21285 -2.77563
H 3.06494 -0.31194 -6.74998
H 4.17039 -2.87111 -3.90445
H 4.60287 1.57832 -6.32197
H 3.71549 1.88692 -3.53393
H -6.39737 4.05855 5.59603
H 5.40447 1.95686 -4.21082
H 1.66346 -3.51062 0.38770
H -2.33624 2.25994 3.09332
H -3.68865 1.53365 2.13627
H -4.01048 -1.14555 4.43194
H -5.04120 0.28155 6.99785
H -1.75497 0.55525 1.16210
*
```

(6)
Density functional theory data (ωB97M-V/def2-TZVPD) for a structure of composition CH3BrNO2S in a non-equilibrium geometry.

Properties
orbital gap (alpha / beta) = 7.7 / 7.7 eV
HOMO level (alpha / beta) = -0.16121 / -0.16119 Eh
LUMO energy (alpha / beta) = 3.325 / 3.325 eV
electronic energy = -87547.4858 eV

The geometry in ORCA input format:
```
! wB97M-V def2-TZVPD RIJCOSX def2/J DEFGRID3
* xyz -1 1
Br 2.28354 0.39073 -0.17155
S -1.06751 0.57956 -0.02484
O -1.99438 -0.54108 0.04291
O -0.71006 1.21281 1.24684
N -1.68740 1.69047 -1.03943
C 0.80935 -0.78838 0.12186
H 0.95187 -1.70931 -0.41917
H 0.67865 -0.89434 1.19130
H -1.06831 2.48536 -1.06636
*
```